Entry 1:
Here is a molecular structure, C50H48BiN6P from the Open Molecules 2025 dataset. Energies are from wB97M-V/def2-TZVPD.

```
106
Properties=species:S:1:pos:R:3:mulliken_charge:R:1
Bi 0.54474 -0.01631 0.71458 3.7922
C 3.59299 -0.91110 2.47880 -0.9854
C 4.24993 -0.49624 1.15566 -0.7774
C 4.00325 0.94687 0.81753 0.4417
C 5.08524 1.75107 0.46889 -1.1611
C 4.89628 3.09238 0.20055 -0.8014
C 3.62354 3.62109 0.34791 -1.1318
C 2.59765 2.76803 0.69551 -0.2698
N 2.75342 1.45010 0.88402 0.5876
N 2.35365 -1.66087 2.26161 0.9602
C 1.59367 -1.77581 3.51259 -1.6707
C 1.07663 -0.47210 4.07585 0.2671
C 0.71707 -0.40588 5.41724 -0.7794
C 0.31587 0.80502 5.95091 -0.8827
C 0.35076 1.93623 5.14457 -0.9359
C 0.71311 1.78244 3.82220 -0.7576
N 1.01054 0.59617 3.28133 0.5666
C 2.63861 -3.01048 1.75546 -2.1458
C 2.71536 -3.26032 0.26163 0.8610
C 3.34331 -4.43577 -0.14746 -1.0885
C 3.34086 -4.78660 -1.48369 -0.7102
C 2.68310 -3.96235 -2.38578 -0.9925
C 2.10192 -2.80907 -1.90265 0.0148
N 2.13338 -2.44275 -0.61481 0.5614
H 3.35202 -0.01347 3.04260 0.4851
H 4.29548 -1.50389 3.07972 0.6203
H 3.86997 -1.12009 0.34633 0.2400
H 5.32460 -0.65740 1.21205 0.5749
H 6.07286 1.31375 0.41585 0.5335
H 5.72805 3.71956 -0.09128 0.4548
H 3.42807 4.67394 0.20078 0.5623
H 1.59651 3.14893 0.83219 0.3374
H 2.21163 -2.24310 4.29260 0.6449
H 0.74249 -2.43480 3.33966 0.4035
H 0.76792 -1.29235 6.03623 0.5725
H 0.01914 0.87695 6.98858 0.4574
H 0.10569 2.91246 5.53887 0.5514
H 0.79574 2.63753 3.16268 0.3997
H 1.85673 -3.68082 2.11971 0.6070
H 3.57559 -3.37990 2.18953 0.5402
H 3.81899 -5.07400 0.58589 0.5314
H 3.82896 -5.69311 -1.81552 0.4454
H 2.62544 -4.20908 -3.43663 0.5050
H 1.56582 -2.13899 -2.56310 0.0336
C -4.79224 -0.71822 -2.20727 -1.3839
C -4.04825 -2.02661 -2.20283 1.3841
C -4.73675 -3.14156 -2.68049 -0.8173
C -4.14915 -4.39137 -2.76790 -0.7556
C -2.82612 -4.55431 -2.39223 -0.9572
C -2.12173 -3.46589 -1.91244 -0.4955
C -2.71538 -2.20628 -1.79431 0.7018
P -1.66316 -0.90573 -1.00487 1.0348
C -1.92191 0.59894 -2.01657 -0.3029
C -2.11263 1.86096 -1.25674 -0.7218
C -2.50434 3.16830 -1.96076 -0.0123
C -2.15402 3.12995 -3.41320 -1.9162
C -1.81423 1.98899 -4.01523 -0.6706
C -1.70467 0.68181 -3.34627 0.7993
C -1.32041 -0.48699 -4.21090 -1.4172
C -2.33674 -0.61488 0.66159 1.5048
C -3.37823 0.25858 1.01934 -0.3247
C -3.60875 0.62445 2.32508 -0.7484
C -2.82215 0.06048 3.35466 -1.3951
C -1.91315 -0.91119 3.06938 -0.4460
C -1.68147 -1.37676 1.72167 -0.4301
C -0.87710 -2.46574 1.47957 -1.0613
H -5.83127 -0.87357 -1.91818 0.5388
H -4.78914 -0.29020 -3.21297 0.3124
H -4.35030 0.01286 -1.54251 -0.0190
H -5.76817 -3.01492 -2.98773 0.4945
H -4.72440 -5.23431 -3.12668 0.4168
H -2.34946 -5.52248 -2.46962 0.4829
H -1.08049 -3.59262 -1.63777 0.2384
H -2.74552 1.71673 -0.39175 -0.0643
H -3.54994 3.47460 -1.85253 0.5646
H -2.27134 4.04241 -3.98811 0.4075
H -1.60818 2.00154 -5.08006 0.5325
H -1.51282 -0.27737 -5.26191 0.5453
H -1.85761 -1.39341 -3.93957 0.1864
H -0.24829 -0.68844 -4.10639 0.1631
H -4.04386 0.66244 0.26878 0.2238
H -4.41936 1.30077 2.56267 0.4622
H -2.98463 0.37201 4.37947 0.4452
H -1.39022 -1.41601 3.87420 1.0024
H -0.82177 -2.92592 0.50637 -0.5448
H -0.47540 -3.04475 2.30116 1.3631
C -2.32264 3.63252 1.36774 -1.4221
C -2.30265 4.35394 0.23713 -1.6487
C -1.54568 3.91043 -0.96413 0.3337
C -0.81027 2.55495 -0.69086 0.3400
N -0.57467 2.10788 0.67978 0.6355
C -1.43695 2.51659 1.56257 -0.1103
C 0.40112 2.29428 -1.55542 0.3351
C 0.83901 3.15899 -2.55059 -0.4138
C 1.89702 2.79908 -3.36469 -1.4036
C 2.50318 1.56498 -3.18152 -1.0790
C 2.04768 0.76927 -2.15433 -0.7448
N 1.02807 1.12219 -1.36294 1.2128
H -2.93228 3.93768 2.20749 0.5800
H -2.85976 5.27979 0.15724 0.5091
H -0.96477 4.74177 -1.36932 0.4871
H -1.41079 2.03293 2.52989 0.7494
H 0.36678 4.11581 -2.69930 0.4491
H 2.24405 3.47923 -4.13105 0.5103
H 3.32209 1.24116 -3.80784 0.6058
H 2.51964 -0.17564 -1.92523 0.2910
```

The calculation puts the HOMO energy (spin up / spin down) at -11.25 / -11.25 eV. The energy relative to the best compared isomer or geometry (same formula, charge and spin) is 0.0000 eV. The value obtained for the HOMO-LUMO gap (spin up / spin down) is 5.75 / 5.75 eV. As for the charge: +2.

=====

Entry 2:
Here is a molecular structure, C50H48Cl5F3N4O5S2Sn from the Open Molecules 2025 dataset. Energies are from wB97M-V/def2-TZVPD.

```
118
Properties=species:S:1:pos:R:3:mulliken_charge:R:1
Sn 0.43691 0.04811 0.02504 0.5646
Cl 0.38764 -2.92552 2.96957 0.0055
C 0.53217 -3.66222 1.38888 0.6701
C 0.31761 -2.84711 0.29423 -1.4418
C 0.40427 -3.50598 -0.93150 1.0813
Cl 0.25051 -2.56397 -2.37781 -0.1295
C 0.63170 -4.87508 -1.06005 -0.3270
Cl 0.66725 -5.64122 -2.61140 -0.2423
C 0.85065 -5.64257 0.08257 0.3250
Cl 1.17764 -7.33540 -0.04848 -0.2444
C 0.82028 -5.02403 1.32668 -0.3057
Cl 1.12720 -5.96717 2.75489 -0.2022
F -2.08907 2.05880 -5.34892 -0.2542
C -2.76824 2.38366 -4.22343 0.5847
F -3.98429 2.84178 -4.67310 -0.3503
F -2.16701 3.47092 -3.70361 -0.1871
C -2.94390 1.25060 -3.26807 -0.0771
C -4.20500 0.70925 -3.10413 -0.3474
C -4.40341 -0.30773 -2.18400 -1.0686
C -3.29724 -0.73778 -1.46827 -0.0870
N -2.07955 -0.26598 -1.63815 0.0781
C -1.84005 0.73279 -2.51710 0.2055
S -0.24422 1.28997 -2.70817 -0.4805
H -5.03541 1.08236 -3.68977 0.4172
H -5.38158 -0.74135 -2.02794 0.4357
H -3.39317 -1.51969 -0.71926 0.2358
C 5.52141 -2.46342 3.36833 -1.8571
C 5.15316 -1.01693 3.04754 1.2237
C 6.12005 -0.05911 3.75547 -1.7869
O 5.19300 -0.82547 1.66161 -0.1476
C 4.05748 -0.05067 1.25753 -0.8869
C 3.03008 -0.28377 2.37565 0.5953
O 3.82925 -0.75409 3.46754 -0.1175
C 2.19326 0.99333 2.72227 1.8535
O 1.53283 1.39392 1.59663 0.0811
C 1.19149 0.76233 3.88257 -0.0658
C 1.34924 -0.16438 4.91121 0.0293
C 0.40989 -0.25983 5.93181 -1.2026
C -0.70471 0.56301 5.94013 -0.6971
C -0.88209 1.47510 4.90932 -0.5196
C 0.06110 1.57627 3.90120 -0.6580
C 3.15104 2.10441 3.20939 -0.3303
C 3.46324 3.15027 2.34722 -0.2676
C 4.32804 4.16465 2.73306 -0.9482
C 4.88220 4.16154 4.00558 -0.6496
C 4.56885 3.12885 4.87823 -0.7833
C 3.71019 2.11188 4.48615 -0.3195
C 3.74672 -0.38832 -0.25789 2.5595
O 2.43559 -0.24637 -0.63784 -0.5556
C 4.12427 -1.82510 -0.64675 0.4275
C 4.48432 -2.09438 -1.96613 -0.5202
C 4.60779 -3.39750 -2.42380 -1.0312
C 4.39457 -4.46179 -1.55990 -0.7446
C 4.03938 -4.20567 -0.24434 -0.8879
C 3.88806 -2.90162 0.20152 0.5405
C 4.62616 0.63066 -1.00648 -0.3202
C 6.01764 0.55981 -0.94320 -0.2476
C 6.79494 1.57288 -1.48318 -0.8956
C 6.19461 2.66067 -2.10557 -0.5250
C 4.81163 2.71634 -2.19636 -0.8479
C 4.03102 1.70370 -1.65362 -0.5414
H 6.47945 -2.69873 2.90406 0.3798
H 4.76463 -3.14323 2.98058 0.2961
H 5.59651 -2.58859 4.44926 0.4200
H 7.14129 -0.43339 3.67202 0.4896
H 5.83745 0.01337 4.80561 0.3023
H 6.05804 0.92698 3.29579 0.3088
H 4.32800 1.00964 1.28671 0.6821
H 2.30780 -1.05453 2.08761 -0.5452
H 2.20742 -0.81925 4.91615 0.5265
H 0.55686 -0.98000 6.73084 0.4381
H -1.43626 0.48912 6.73909 0.3826
H -1.76415 2.10355 4.89060 0.3706
H -0.07435 2.28324 3.09354 0.2822
H 3.01065 3.14007 1.36309 0.3393
H 4.56977 4.95791 2.03476 0.4354
H 5.55159 4.95666 4.31456 0.3712
H 4.99975 3.11740 5.87382 0.3825
H 3.48186 1.31633 5.18081 0.5079
H 4.62383 -1.26518 -2.64804 0.4505
H 4.86233 -3.58125 -3.46156 0.3584
H 4.47800 -5.48278 -1.91406 0.3958
H 3.86115 -5.03001 0.43638 0.4382
H 3.55826 -2.72225 1.21498 -0.2534
H 6.47936 -0.28357 -0.44664 0.4379
H 7.87601 1.51686 -1.41443 0.3822
H 6.80351 3.45927 -2.51438 0.3697
H 4.33486 3.55401 -2.69275 0.4390
H 2.94973 1.72318 -1.71781 0.5415
C -2.38045 5.33378 1.32668 -1.2079
N -2.45574 3.89552 1.18127 0.4480
C -3.67664 3.24840 1.62869 -1.0022
C -1.48145 3.13220 0.59543 0.1374
C -0.17847 3.79470 0.23976 -0.1068
O -1.67869 1.94562 0.37821 -0.0573
H -3.38171 5.70998 1.53238 0.4045
H -2.03007 5.80957 0.40956 0.3635
H -1.72805 5.63440 2.15365 0.3157
H -3.93950 3.60623 2.62718 0.4419
H -3.50065 2.17640 1.66638 0.0894
H -4.50477 3.45040 0.94116 0.3220
H -0.01470 4.73704 0.75771 0.5763
H -0.14967 3.93363 -0.84341 0.2822
H 0.60642 3.08076 0.49652 -0.7631
C -2.37064 -4.68927 2.06253 -1.2465
N -2.60603 -3.27203 1.88849 0.1632
C -2.98930 -2.33974 2.77228 0.3650
S -3.37654 -0.80619 2.21866 -0.4525
N -3.19976 -2.62457 4.08920 -0.1948
C -2.56076 -3.65669 4.89367 -0.8690
H -2.01057 -5.09155 1.11855 0.3757
H -3.29649 -5.20931 2.32814 0.4323
H -1.61718 -4.89972 2.82180 0.3860
H -2.33944 -2.87166 1.00250 -0.1352
H -3.36497 -1.76120 4.58229 0.2565
H -1.47170 -3.57582 4.89029 0.2376
H -2.85092 -4.65056 4.55888 0.2979
H -2.91259 -3.53578 5.91754 0.3970
```

The calculation puts the HOMO energy at -1.68 eV. The energy relative to the best compared isomer or geometry (same formula, charge and spin) is 0.4265 eV. The value obtained for the HOMO-LUMO gap is 5.56 eV. As for the charge: -2.